[1]
{
  "formula": "C2H6EuO3",
  "method": "ωB97M-V/def2-TZVPD",
  "symbols": ["O", "C", "H", "H", "Eu", "O", "H", "C", "O", "H", "H", "H"],
  "xyz": [[1.114, -2.696, -1.306], [1.440, -1.469, -0.748], [2.534, -1.267, -0.825], [1.198, -1.476, 0.343], [-0.276, -1.901, -2.900], [0.730, -0.439, -1.478], [-0.246, 2.230, -0.031], [-1.338, 1.399, 1.403], [-0.089, 1.726, 0.858], [-1.754, 2.222, 2.014], [-2.087, 1.158, 0.626], [-1.225, 0.513, 2.045]],
  "e_lumo_ev": [-2.30, -0.79],
  "charge": 0,
  "gap_ha": [0.1482, 0.2964],
  "multiplicity": 8
}

=====

[2]
{
  "formula": "C25H45IrNP2S",
  "method": "ωB97M-V/def2-TZVPD",
  "symbols": ["Ir", "C", "C", "C", "C", "C", "C", "H", "H", "H", "C", "H", "H", "H", "C", "H", "H", "H", "C", "H", "H", "H", "C", "H", "H", "H", "C", "C", "C", "C", "C", "C", "C", "C", "H", "H", "H", "H", "H", "H", "H", "H", "H", "H", "H", "H", "P", "C", "H", "H", "H", "C", "H", "H", "H", "C", "H", "H", "H", "P", "C", "H", "H", "H", "C", "H", "H", "H", "C", "H", "H", "H", "S", "C", "N"],
  "xyz": [[-0.731, -0.452, -1.524], [-1.854, 1.633, 0.581], [-2.114, 0.735, -0.576], [-1.785, -0.487, 1.454], [-1.731, 0.879, 1.754], [-2.092, -0.675, 0.019], [-1.972, 3.100, 0.552], [-1.708, 3.503, -0.435], [-1.321, 3.569, 1.310], [-3.001, 3.424, 0.796], [-1.769, 1.420, 3.152], [-1.534, 2.486, 3.184], [-1.034, 0.917, 3.779], [-2.746, 1.280, 3.635], [-1.972, -1.531, 2.490], [-2.983, -1.464, 2.925], [-1.256, -1.411, 3.315], [-1.835, -2.537, 2.085], [-3.157, -1.645, -0.372], [-4.158, -1.199, -0.230], [-3.123, -2.538, 0.254], [-3.024, -1.903, -1.435], [-3.150, 1.155, -1.571], [-4.046, 1.454, -1.014], [-3.410, 0.335, -2.247], [-2.814, 1.995, -2.189], [1.233, 0.280, -1.845], [0.165, 1.227, -2.149], [-0.272, 1.533, -3.572], [-1.056, 0.379, -4.263], [-1.230, -0.868, -3.435], [-0.112, -1.699, -3.049], [1.254, -1.452, -3.670], [2.021, -0.305, -2.988], [0.603, 1.813, -4.172], [-0.593, 0.130, -5.225], [-0.922, 2.417, -3.561], [2.278, 0.489, -3.702], [1.748, 0.372, -0.878], [0.027, 2.057, -1.436], [2.974, -0.666, -2.576], [1.856, -2.363, -3.605], [-0.314, -2.749, -2.821], [1.164, -1.231, -4.746], [-2.071, 0.742, -4.489], [-2.147, -1.444, -3.609], [1.853, 1.866, 1.682], [1.783, 2.949, 3.167], [2.704, 3.528, 3.253], [1.627, 2.314, 4.045], [0.912, 3.614, 3.065], [3.570, 1.208, 1.674], [4.270, 1.949, 2.082], [3.843, 0.943, 0.646], [3.565, 0.299, 2.282], [2.105, 3.188, 0.433], [2.346, 2.735, -0.538], [2.904, 3.868, 0.758], [1.160, 3.732, 0.308], [1.050, -2.310, 0.940], [0.048, -3.549, 0.015], [0.742, -4.255, -0.457], [-0.506, -3.012, -0.773], [-0.657, -4.078, 0.661], [2.516, -2.494, -0.151], [2.202, -2.373, -1.197], [2.929, -3.497, 0.008], [3.253, -1.727, 0.109], [1.482, -3.337, 2.374], [1.839, -4.314, 2.030], [0.574, -3.445, 2.989], [2.242, -2.803, 2.960], [0.625, -0.887, 5.914], [1.153, -0.538, 4.457], [1.578, -0.276, 3.363]],
  "e_lumo_ev": [-3.12, -5.94],
  "charge": 1,
  "gap_ha": [0.2347, 0.1658],
  "multiplicity": 5
}

=====

Sequential electronic energy output: -1015.6882, -2219.0910 a.u.